The following is a DFT calculation (ωB97M-V with the def2-TZVPD basis set) of C3H6NP in the gas phase in a non-equilibrium geometry.

SMILES string: C=CN=[PH]=C
E_LUMO in eV: 0.3652
HOMO energy in eV: -8.85
Energy relative to the best compared isomer or geometry (same formula, charge and spin) in eV: 2.4114
Molecular weight in g mol⁻¹: 87.06
Electronic energy in Ha: -513.88109
Kohn-Sham gap in hartree: 0.339

```
11
Properties=species:S:1:pos:R:3:forces:R:3:nbo_charge:R:1
C 0.919649 0.536946 0.251153 1.52 -3.60 0.80 -0.45
C -0.042789 1.574527 0.096160 -0.34 2.35 0.80 0.06
N -1.282383 1.450267 -0.062629 -0.53 0.67 0.38 -0.69
P -2.007462 -0.075239 0.096708 0.59 -1.01 1.40 0.76
C -0.558318 -1.207135 0.207919 1.97 4.61 3.49 -0.69
H 1.841204 0.601505 -0.444999 -1.66 -0.29 0.96 0.23
H 1.294460 0.292282 1.316040 -0.71 0.68 -1.70 0.23
H 0.282513 2.641528 0.267798 0.15 -0.87 -0.76 0.20
H -2.268071 -0.164966 -1.207349 -0.59 -0.46 -2.02 -0.07
H -0.153901 -1.868975 -0.465476 0.51 -1.59 -1.58 0.21
H -0.210282 -1.329363 1.293293 -0.92 -0.49 -1.75 0.22
```
Positions in Å, forces in eV/Å.

---

The following is a DFT calculation (ωB97M-V with the def2-TZVPD basis set) of a 2-piece molecular cluster, C3H9N2S overall in a non-equilibrium geometry.

E_LUMO (alpha / beta) in eV: -6.2937 / -6.3017
HOMO energy (alpha / beta) in eV: -13.50 / -13.50
Energy relative to the best compared isomer or geometry (same formula, charge and spin) in eV: 4.6140
Charge: +1
Molecular weight in g mol⁻¹: 105.19
Electronic energy in Ha: -627.00050
Kohn-Sham gap (alpha / beta) in hartree: 0.265 / 0.264

```
15
Properties=species:S:1:pos:R:3:forces:R:3:nbo_charge:R:1
C 1.671054 0.058465 -0.196180 -1.40 -0.16 0.51 0.19
C 2.924477 -0.514914 0.277973 -0.17 -4.10 -0.57 -0.69
C -1.740310 0.608125 -0.385106 1.90 -3.35 -1.58 -0.22
N 1.565763 1.088430 -0.882758 1.64 0.08 0.14 -0.58
N -2.718782 -0.230177 0.365796 -3.60 1.01 0.71 -0.75
S 0.272355 -0.941167 0.416141 -2.04 2.17 -1.15 0.08
H 3.347969 -1.106986 -0.586390 -0.28 0.53 0.86 0.27
H 3.579092 0.246502 0.485541 1.67 1.74 0.77 0.26
H 2.818155 -1.272687 1.131563 0.11 1.29 -1.04 0.24
H -1.766157 0.474159 -1.493268 -0.08 -0.01 1.17 0.25
H -1.664073 1.623087 -0.060732 0.03 0.26 0.70 0.24
H 0.639331 1.346192 -1.059486 -1.57 0.50 -0.56 0.33
H -2.199709 -0.516673 1.148683 0.70 0.09 2.24 0.45
H -3.630934 0.321642 0.707095 2.43 -1.23 -0.78 0.46
H -3.098231 -1.183998 0.131130 0.67 1.16 -1.43 0.47
```
Positions in Å, forces in eV/Å.

---

Please write out number 2 again, unchanged.
The following is a DFT calculation (ωB97M-V with the def2-TZVPD basis set) of a 2-piece molecular cluster, C3H9N2S overall in a non-equilibrium geometry.

E_LUMO (alpha / beta) in eV: -6.2937 / -6.3017
HOMO energy (alpha / beta) in eV: -13.50 / -13.50
Energy relative to the best compared isomer or geometry (same formula, charge and spin) in eV: 4.6140
Charge: +1
Molecular weight in g mol⁻¹: 105.19
Electronic energy in Ha: -627.00050
Kohn-Sham gap (alpha / beta) in hartree: 0.265 / 0.264

```
15
Properties=species:S:1:pos:R:3:forces:R:3:nbo_charge:R:1
C 1.671054 0.058465 -0.196180 -1.40 -0.16 0.51 0.19
C 2.924477 -0.514914 0.277973 -0.17 -4.10 -0.57 -0.69
C -1.740310 0.608125 -0.385106 1.90 -3.35 -1.58 -0.22
N 1.565763 1.088430 -0.882758 1.64 0.08 0.14 -0.58
N -2.718782 -0.230177 0.365796 -3.60 1.01 0.71 -0.75
S 0.272355 -0.941167 0.416141 -2.04 2.17 -1.15 0.08
H 3.347969 -1.106986 -0.586390 -0.28 0.53 0.86 0.27
H 3.579092 0.246502 0.485541 1.67 1.74 0.77 0.26
H 2.818155 -1.272687 1.131563 0.11 1.29 -1.04 0.24
H -1.766157 0.474159 -1.493268 -0.08 -0.01 1.17 0.25
H -1.664073 1.623087 -0.060732 0.03 0.26 0.70 0.24
H 0.639331 1.346192 -1.059486 -1.57 0.50 -0.56 0.33
H -2.199709 -0.516673 1.148683 0.70 0.09 2.24 0.45
H -3.630934 0.321642 0.707095 2.43 -1.23 -0.78 0.46
H -3.098231 -1.183998 0.131130 0.67 1.16 -1.43 0.47
```
Positions in Å, forces in eV/Å.